Molecular formula: CF3MgNNiO3S3
Method: DFT, ωB97M-V with the def2-TZVPD basis set

Each line ends with the Mulliken charge.
Cartesian coordinates (Å):
Mg1 2.1311 -0.3224 1.4130  1.06
N1 0.1243 1.2083 -0.5577  -0.50
S1 0.4427 2.1693 0.8466  0.24
O1 2.0287 1.6752 1.0289  -0.84
S2 -0.3618 -0.3311 -0.2336  0.79
O2 0.1830 -0.7823 1.1439  -0.62
O3 0.7319 -2.1753 -1.9931  -0.39
C1 -2.1788 -0.1667 0.1820  0.61
F1 -2.4100 0.6404 1.2001  -0.21
F2 -2.8021 0.2922 -0.8936  -0.22
F3 -2.6436 -1.3754 0.4706  -0.21
Ni1 2.1509 1.2228 -0.9064  0.51
S3 2.6038 -2.0552 -1.7009  -0.23

Kohn-Sham gap (spin up / spin down): 5.6 / 5.2 eV
Relative energy (zero: lowest compared OMol25 entry of this formula, charge and spin): 0.000 eV
Net charge: 0
2S+1: 3
LUMO energy (spin up / spin down): -2.54 / -2.49 eV
DFT total energy: -3520.971058 hartree
Expectation value of S²: 2.022